2 unconnected molecules or ions with the total composition C2H5NS2, computed with wB97M-V/def2-TZVPD.

Computed properties:
frontier orbital gap (alpha / beta)	5.988 / 8.358	eV
multiplicity	1
largest force on an atom	0.1012	hartree/bohr
total charge	0
HOMO level (alpha / beta)	-7.40 / -8.45	eV
molecular weight	107.20	g/mol

Geometry as XYZ:
```
10
Properties=species:S:1:pos:R:3:forces:R:3
C -0.468 -0.002 0.562 1.235 0.594 -0.130
C 1.899 0.110 0.185 2.866 1.892 -1.439
N 0.721 -0.211 0.759 -5.051 -0.555 1.123
S -2.548 1.896 -0.717 -0.121 -0.706 0.375
S -4.098 0.974 0.233 0.971 0.839 0.541
H -1.398 -0.155 1.105 0.122 -0.409 0.130
H 2.522 -0.773 0.150 0.100 -0.286 -0.895
H 1.833 0.768 -0.747 0.074 -1.281 0.824
H 2.466 0.699 0.901 0.024 0.400 0.209
H -3.997 1.640 1.442 -0.221 -0.488 -0.739
```
Positions in Å, forces in eV/Å.